# C4H8NO3

A cluster of 2 separate species, C4H8NO3 in total (wB97M-V/def2-TZVPD, the OMol25 dataset).

Its multiplicity is 1. The net charge is -1. The calculation puts the energy above the lowest of the compared OMol25 structures with the same formula, charge and spin at 67.68 kJ/mol. The total energy is -437.779705 hartree. The highest occupied orbital energy comes out at -4.44 eV.

Last column: Löwdin charge in e.
Atoms and positions in Å:
O -0.72 0.04 1.89  -0.112
C 0.27 -0.70 1.65  -0.773
H 1.39 1.25 -2.90  0.082
O 0.86 -0.76 0.55  -0.094
H -2.46 0.72 -1.30  0.087
C -0.68 1.00 -2.24  -0.605
C 0.79 1.09 -1.96  -0.029
H -0.37 -1.69 3.19  0.028
N -1.47 0.79 -1.14  0.141
H -1.17 0.71 -0.14  0.082
C 0.59 -1.74 2.77  -0.040
H 0.89 1.94 -1.27  0.085
H 1.06 0.12 -1.52  0.064
H 1.39 -1.18 3.29  0.066
H 0.88 -2.72 2.43  0.053
O -1.27 1.11 -3.31  -0.036

---

# C7H12N2O3

A cluster of 2 separate species, C7H12N2O3 in total (wB97M-V/def2-TZVPD, the OMol25 dataset).

As for the structure (SMILES): [H]/N=C(\N)C1CC1.O=CC(O)C=O. Its multiplicity is 1. The calculation puts the energy above the lowest of the compared OMol25 structures with the same formula, charge and spin at 311.95 kJ/mol. The total energy is -609.069396 hartree. The highest occupied orbital energy comes out at -9.23 eV.

Last column: Löwdin charge in e.
Atoms and positions in Å:
H -1.01 -1.67 -1.70  0.093
H -1.04 -1.86 3.24  0.113
C 0.70 0.82 3.03  -0.203
H 1.04 1.53 2.23  0.141
C -0.36 0.10 -2.83  -0.230
C -1.37 -0.73 -2.08  -0.103
C -1.33 0.44 1.67  -0.164
O -0.78 -0.99 3.56  -0.005
N 1.49 -1.21 -2.05  0.119
H -2.40 -0.72 -2.45  0.100
N 1.68 -0.05 -4.11  0.118
H -0.07 0.36 -0.70  0.090
O 1.04 0.89 4.17  0.107
O -1.09 1.09 0.69  -0.003
C -0.25 -0.25 2.49  -0.312
H 0.34 -0.87 1.79  0.175
H -1.47 1.40 -1.41  0.114
H -0.70 0.67 -3.68  0.123
H 2.45 -1.49 -2.27  0.038
H 2.69 -0.19 -4.13  0.095
H 1.37 0.79 -4.54  0.081
C -0.83 0.51 -1.47  -0.153
C 1.04 -0.44 -2.95  -0.482
H -2.36 0.34 2.09  0.147